1.
21
Properties=species:S:1:pos:R:3:forces:R:3:nbo_charge:R:1 method="wB97M-V/def2-TZVPD" e_tot_ha=-457.571456 relative_energy_ev=4.8290 lumo_energy_ev=0.1917 orbital_gap_ev=8.15
C 2.199 1.270 -0.864 1.499 0.381 0.387 0.55
C 0.735 -0.853 0.243 -2.615 0.353 -0.593 -0.69
O 2.689 0.867 -1.995 0.177 -0.169 0.293 -0.63
O 3.111 1.223 0.113 -0.158 -0.157 -0.907 -0.68
H 2.726 1.530 0.944 -0.159 -0.025 -0.133 0.51
H 3.602 0.523 -1.912 0.078 0.106 0.038 0.48
H 0.723 1.555 -0.718 -3.241 0.212 0.422 0.33
H 0.981 -0.538 1.257 0.146 0.086 -0.110 0.19
H 0.282 -1.842 0.287 0.066 -0.203 0.313 0.20
H 1.595 -0.994 -0.408 -0.070 0.456 -0.058 0.19
C -2.593 -1.492 0.196 -0.058 0.048 0.071 -0.67
C -1.761 -0.321 0.629 0.088 -0.134 -0.276 0.31
C -0.685 0.115 -0.348 2.125 -2.145 0.953 -0.05
N -1.987 0.203 1.759 -0.049 0.047 0.180 -0.64
N -0.473 1.483 -0.473 2.636 1.316 -0.364 -0.90
H -1.373 0.993 1.961 0.028 -0.002 -0.166 0.32
H -0.532 1.953 0.430 -0.250 -0.067 -0.008 0.32
H -0.828 -0.341 -1.329 -0.260 -0.026 0.031 0.18
H -3.196 -1.207 -0.667 -0.011 -0.001 -0.069 0.22
H -1.964 -2.328 -0.108 0.048 -0.047 -0.044 0.21
H -3.250 -1.802 1.003 -0.020 -0.029 0.038 0.23


2.
21
Properties=species:S:1:pos:R:3:forces:R:3:nbo_charge:R:1 method="wB97M-V/def2-TZVPD" e_tot_ha=-457.682745 relative_energy_ev=1.8006 lumo_energy_ev=0.6932 orbital_gap_ev=9.69
C -2.182 0.583 0.228 -0.123 -0.188 0.446 0.25
C 2.240 0.887 -1.159 0.235 0.252 -0.209 -0.42
C 2.236 -0.841 0.552 0.260 -0.262 0.168 -0.42
C -2.693 -0.489 1.198 0.049 0.325 -0.248 -0.63
N 1.565 0.322 -0.002 -0.777 0.446 0.445 -0.48
N -0.735 0.625 0.270 -0.419 0.534 0.470 -0.69
C -0.062 -0.132 -0.473 0.796 0.580 0.551 0.79
O -2.714 0.407 -1.058 -0.098 -0.056 -0.380 -0.72
O -0.038 -0.970 -1.329 -0.231 -0.694 -0.667 -0.67
H -2.310 -0.381 -1.447 -0.012 0.017 -0.006 0.48
H 1.276 1.028 0.711 0.555 -0.686 -0.710 0.44
H -2.529 1.571 0.552 -0.009 -0.197 -0.074 0.16
H 3.288 1.111 -0.943 -0.074 -0.009 0.017 0.20
H 2.186 0.163 -1.972 -0.020 -0.008 0.066 0.23
H 1.724 -1.157 1.459 -0.012 0.015 -0.004 0.22
H 3.286 -0.633 0.777 -0.092 0.017 -0.013 0.20
H 2.178 -1.648 -0.182 -0.005 0.089 0.022 0.23
H 1.728 1.799 -1.466 0.007 -0.048 0.020 0.22
H -3.780 -0.502 1.188 -0.077 -0.022 0.030 0.21
H -2.323 -1.467 0.890 0.029 -0.069 -0.007 0.20
H -2.340 -0.276 2.205 0.017 -0.037 0.083 0.21


3.
21
Properties=species:S:1:pos:R:3:forces:R:3:nbo_charge:R:1 method="wB97M-V/def2-TZVPD" e_tot_ha=-457.624495 smiles="CC(C)(C)[N@@H+]([O-])C(N)=O" relative_energy_ev=3.3857 lumo_energy_ev=0.7374 orbital_gap_ev=9.14
C -0.754 -0.051 -0.160 0.803 -0.064 2.520 0.35
C -0.437 1.175 -0.970 0.295 -0.191 0.005 -0.68
C -1.312 0.271 1.209 -0.477 0.303 -0.221 -0.68
C -1.558 -1.102 -0.879 0.487 -0.163 -0.014 -0.67
N 0.832 -0.806 0.309 -2.592 0.781 -3.224 -0.21
C 1.841 0.026 0.973 0.057 1.045 0.215 0.76
N 2.676 0.513 0.047 -0.415 -0.696 -0.235 -0.83
O 1.110 -1.078 -1.026 1.693 -1.045 0.361 -0.74
O 1.775 0.246 2.166 0.026 -0.360 -0.334 -0.62
H 0.655 -1.638 0.878 -0.100 0.069 -0.023 0.39
H 3.522 0.969 0.337 -0.023 -0.001 -0.042 0.41
H 2.497 0.012 -0.861 0.259 0.356 0.545 0.46
H -1.131 -1.325 -1.851 0.010 -0.010 0.016 0.25
H 0.293 1.799 -0.456 -0.018 0.088 -0.029 0.23
H -1.356 1.755 -1.092 -0.012 -0.103 0.098 0.23
H -0.059 0.911 -1.954 0.044 -0.024 0.035 0.25
H -1.444 -0.626 1.809 -0.034 -0.084 0.023 0.21
H -0.672 0.960 1.754 0.033 0.050 0.018 0.24
H -2.292 0.736 1.069 -0.046 0.025 0.171 0.22
H -1.608 -2.019 -0.294 -0.063 -0.070 0.012 0.22
H -2.577 -0.726 -1.008 0.073 0.094 0.101 0.23


4.
22
Properties=species:S:1:pos:R:3:forces:R:3:nbo_charge:R:1 method="wB97M-V/def2-TZVPD" e_tot_ha=-798.817061 smiles="OP(O)N[C@H]1CCCC=[NH+]1" total_charge=+1 relative_energy_ev=0.8556 lumo_energy_ev=-3.9026 orbital_gap_ev=9.14
C 1.314 -0.714 -0.953 -1.109 0.920 0.227 -0.41
C 0.715 -0.466 -2.345 1.203 0.035 2.009 -0.52
C 1.155 0.568 -0.089 1.012 -0.411 1.465 -0.45
C -0.351 0.530 -2.288 -1.589 1.167 -3.944 0.32
C -0.334 0.992 0.209 3.125 1.407 -0.875 0.14
N -0.836 1.222 -1.338 1.581 -2.586 3.143 -0.45
N -0.886 -0.023 0.995 -3.602 -0.748 0.062 -0.99
O -1.053 -2.073 2.377 1.065 -0.853 -0.650 -1.00
O -1.009 0.084 3.492 0.086 1.223 2.398 -1.00
P -0.145 -0.772 2.491 0.052 0.122 -2.890 1.53
H 0.762 -1.470 -0.438 -0.214 -0.780 0.211 0.23
H 2.349 -1.014 -1.040 0.167 0.019 0.154 0.24
H 1.601 0.020 -2.842 -1.269 -0.623 -0.799 0.29
H 0.257 -1.374 -2.780 0.761 0.474 -0.425 0.28
H 1.525 0.207 0.933 0.104 1.169 -1.365 0.24
H 1.782 1.401 -0.521 -0.732 -0.657 0.768 0.23
H -0.754 0.704 -3.385 0.352 0.146 2.375 0.24
H -0.293 2.063 0.673 -0.599 -1.570 -1.164 0.20
H -1.549 1.880 -1.397 -1.563 1.277 -0.899 0.43
H -2.000 -0.045 1.116 3.269 0.386 -0.347 0.41
H -1.825 -2.108 2.908 -1.290 -0.039 0.914 0.51
H -0.425 0.389 4.223 -0.810 -0.078 -0.367 0.52


5.
22
Properties=species:S:1:pos:R:3:forces:R:3:nbo_charge:R:1 method="wB97M-V/def2-TZVPD" e_tot_ha=-532.893026 smiles="C/N=C(/N)O.CC=C(O)O" relative_energy_ev=2.7478 lumo_energy_ev=0.6178 orbital_gap_ev=8.24
C -0.184 -2.502 0.145 0.533 0.283 0.255 -0.43
C -1.235 -0.441 -0.398 -0.183 -4.582 -0.588 0.72
N -2.057 0.188 -1.301 0.626 1.066 -0.749 -0.83
O -1.689 -0.349 0.872 0.306 0.545 0.552 -0.70
N -0.465 -1.423 -0.786 -1.500 1.592 0.428 -0.59
H -2.501 0.177 0.873 0.144 -0.096 0.039 0.49
H -1.731 -0.018 -2.240 -0.108 -0.013 0.063 0.40
H -2.079 1.192 -1.172 -0.065 0.207 -0.019 0.37
H -0.952 -3.281 0.112 -0.083 0.126 -0.102 0.19
H -0.085 -2.183 1.190 -0.062 -0.072 -0.070 0.17
H 0.765 -2.961 -0.147 -0.125 -0.031 0.082 0.19
C 0.375 2.032 1.163 -0.209 -0.107 0.038 -0.62
C 1.489 0.373 -0.413 0.058 4.091 0.623 0.66
C 0.684 1.473 -0.194 1.920 -0.983 -0.315 -0.48
O 2.102 0.247 -1.612 -0.236 -1.205 0.835 -0.66
O 2.036 -0.379 0.576 -0.654 -0.533 -0.534 -0.69
H 1.474 -0.303 1.362 0.172 -0.008 -0.210 0.50
H 2.516 -0.632 -1.598 -0.063 0.160 -0.326 0.49
H 0.700 2.208 -0.995 -0.364 -0.431 -0.174 0.22
H -0.621 2.481 1.148 0.017 0.033 0.242 0.20
H 1.086 2.815 1.454 -0.050 -0.050 -0.043 0.21
H 0.372 1.286 1.962 -0.075 0.006 -0.027 0.19


6.
22
Properties=species:S:1:pos:R:3:forces:R:3:nbo_charge:R:1 method="wB97M-V/def2-TZVPD" e_tot_ha=-532.919112 smiles="CCN(C=O)C(=O)NC.O" relative_energy_ev=2.0380 lumo_energy_ev=0.3737 orbital_gap_ev=10.15
C 2.130 0.711 1.568 0.097 -0.238 0.263 -0.63
C 1.090 1.471 0.762 -0.077 -0.062 0.653 -0.21
N -0.078 0.665 0.387 -3.126 1.282 0.813 -0.54
C -1.375 0.779 1.171 1.666 3.071 -3.173 0.57
O -2.497 0.764 0.697 1.543 -1.224 0.803 -0.55
C 0.010 0.100 -0.912 -0.782 -4.394 2.538 0.78
O 0.953 -0.690 -1.024 0.866 1.187 -1.716 -0.67
N -1.128 -0.080 -1.594 -0.517 1.197 -0.364 -0.60
C -1.234 -1.093 -2.624 0.041 -0.120 -0.244 -0.41
H 1.719 0.426 2.547 0.130 0.101 -0.137 0.20
H 2.440 -0.211 1.059 -0.072 0.354 0.000 0.24
H 3.010 1.347 1.732 -0.176 -0.194 0.027 0.22
H 0.711 2.323 1.340 0.222 0.012 -0.104 0.19
H 1.555 1.863 -0.149 -0.292 -0.062 0.103 0.22
H -1.144 1.373 2.074 -0.032 -1.005 0.416 0.14
H -1.982 0.272 -1.171 0.276 0.125 -0.144 0.43
H -2.251 -1.066 -3.028 0.247 0.041 0.076 0.21
H -0.522 -0.899 -3.438 -0.211 -0.138 0.309 0.22
H -1.050 -2.094 -2.210 0.082 0.206 -0.114 0.20
H 0.156 -1.482 1.475 -2.192 -3.082 -0.555 0.46
O -0.424 -2.322 1.122 2.732 3.707 0.507 -0.94
H -0.089 -2.158 0.216 -0.427 -0.763 0.045 0.47


7.
24
Properties=species:S:1:pos:R:3:forces:R:3:nbo_charge:R:1 method="wB97M-V/def2-TZVPD" e_tot_ha=-1272.099801 total_charge=+1 lumo_energy_ev="-6.0443 / -6.3367" orbital_gap_ev="7.14 / 6.26"
C 1.992 0.341 0.196 -0.763 -0.853 -0.883 0.72
C 0.065 -0.368 2.187 3.242 -2.368 2.054 -0.31
C 0.867 0.949 2.166 -3.502 3.254 0.571 -0.10
C -0.994 -2.486 -1.623 3.864 -0.027 1.018 -0.25
C -1.562 1.903 -1.520 3.972 3.054 1.790 -0.22
N -0.151 -0.978 0.956 -0.008 0.656 -2.633 -0.80
N 3.068 0.434 -0.513 0.405 0.041 0.442 -0.77
O 1.962 0.902 1.300 1.702 0.246 1.154 -0.45
O -0.608 -1.067 -1.547 -0.850 0.036 1.628 -0.81
O -0.795 1.202 -0.466 1.072 -0.740 0.007 -0.86
P -1.073 -0.338 -0.208 -0.488 -0.037 -0.380 2.02
S -2.995 -0.658 0.362 1.481 0.008 -0.263 -0.25
H 0.772 -1.179 2.720 -1.780 1.863 -0.324 0.21
H -0.924 -0.343 2.608 -0.059 0.718 1.250 0.27
H 0.181 1.790 1.627 1.418 -1.725 1.794 0.22
H 1.263 1.349 3.189 -0.876 -1.074 -1.961 0.26
H -1.871 -2.723 -1.178 -3.151 -0.017 1.160 0.20
H -0.276 -3.209 -1.104 -0.305 1.427 -0.984 0.20
H -1.015 -2.541 -2.643 -0.174 -1.284 -2.535 0.21
H -2.032 1.137 -1.967 -2.066 -1.846 -2.566 0.19
H -0.779 2.554 -2.157 -2.099 -1.743 1.352 0.22
H -2.162 2.495 -0.858 -0.857 0.774 -0.703 0.21
H 3.135 0.059 -1.419 -0.143 -0.647 -1.073 0.43
H 3.932 0.774 -0.107 -0.035 0.281 0.088 0.43


8.
21
Properties=species:S:1:pos:R:3:forces:R:3:nbo_charge:R:1 method="wB97M-V/def2-TZVPD" e_tot_ha=-994.814161 relative_energy_ev=2.0685 lumo_energy_ev=0.4057 orbital_gap_ev=9.44
C 0.580 -2.482 0.638 1.352 0.531 -1.038 0.26
C 2.370 -1.149 -0.629 -0.551 2.220 0.258 -0.25
C 2.552 0.004 0.389 0.867 0.168 -0.596 -0.51
C -1.722 -0.378 1.466 -0.097 -1.389 -2.165 -1.18
C -3.400 1.338 -0.343 0.168 -2.037 -2.910 -1.18
N 1.390 -1.918 -0.003 -2.118 -2.073 0.711 -0.50
N -0.316 0.727 -0.998 -1.734 -0.622 0.231 -1.40
Si -1.689 0.619 -0.098 1.123 0.377 0.116 1.84
S 3.872 1.130 -0.109 0.032 0.862 -1.675 -0.06
H 2.021 -0.657 -1.555 -0.168 -0.722 0.243 0.24
H 3.258 -1.734 -0.806 0.341 0.034 0.064 0.23
H 1.624 0.529 0.685 0.437 -0.527 -0.628 0.25
H 3.008 -0.456 1.248 0.003 -0.058 0.707 0.22
H -0.956 -1.166 1.325 -0.637 0.289 0.099 0.28
H -1.474 0.084 2.376 -0.346 0.784 1.308 0.26
H -2.739 -0.854 1.365 0.876 0.381 0.846 0.24
H -3.448 2.307 -0.812 -0.115 0.536 0.461 0.26
H -3.854 0.667 -1.176 0.685 0.793 1.019 0.25
H -4.028 1.094 0.475 -0.571 0.524 1.006 0.25
H 3.536 1.502 -1.455 0.049 -0.666 1.899 0.14
H -0.587 0.794 -1.983 0.402 0.595 0.044 0.37


9.
20
Properties=species:S:1:pos:R:3:forces:R:3:nbo_charge:R:1 method="wB97M-V/def2-TZVPD" e_tot_ha=-361.611294 smiles=CN1[C@H]2CNC[N@+]21C total_charge=+1 relative_energy_ev=4.2673 lumo_energy_ev=-2.7488 orbital_gap_ev=11.13
C -1.484 0.693 -0.862 -1.480 0.217 -2.279 -0.28
C -0.063 0.961 0.969 0.230 -2.148 1.324 -0.05
C -0.175 0.096 -1.167 -1.070 -0.428 0.335 0.15
C 2.175 0.373 -0.096 -0.567 1.998 2.225 -0.41
C -0.457 -1.954 0.381 0.640 -2.088 3.185 -0.45
N 0.738 0.151 -0.021 -0.706 1.833 0.339 -0.06
N 0.167 -1.056 -0.448 2.475 0.421 -2.218 -0.22
N -1.417 0.634 0.543 2.124 -0.247 0.203 -0.62
H -1.752 1.662 -1.422 0.903 -0.898 1.101 0.22
H -2.230 -0.027 -1.317 0.452 0.505 0.785 0.24
H 0.140 0.490 1.993 -0.293 1.164 -1.174 0.23
H 0.324 1.972 0.841 -0.260 0.225 0.277 0.21
H 0.179 0.301 -2.103 1.476 -0.170 -2.381 0.23
H 2.617 0.142 0.847 0.084 -0.520 0.947 0.24
H 2.635 -0.212 -0.778 1.028 -1.843 -2.528 0.25
H 2.434 1.423 -0.211 -0.465 0.131 -0.494 0.24
H -1.303 -1.680 0.960 -0.736 0.912 0.505 0.22
H -0.785 -2.758 -0.202 -0.160 -1.378 -1.005 0.25
H 0.330 -2.361 1.112 -1.062 0.427 -1.143 0.23
H -2.073 1.152 0.981 -2.610 1.886 1.995 0.40


10.
21
Properties=species:S:1:pos:R:3:forces:R:3:nbo_charge:R:1 method="wB97M-V/def2-TZVPD" e_tot_ha=-436.824197 total_charge=+1 relative_energy_ev=5.5671 lumo_energy_ev=-3.2893 orbital_gap_ev=10.21
C 0.704 1.066 0.172 1.151 1.489 -0.237 0.69
C 1.210 0.080 -2.069 1.928 -1.107 -2.927 -0.29
C 0.673 1.726 1.459 1.673 0.452 1.606 -0.76
C 0.225 0.438 -3.167 -0.889 1.178 -1.997 -0.62
C -2.050 -0.507 1.919 -1.744 -0.541 -0.600 -0.48
N 0.933 0.690 -0.879 -0.829 0.270 2.183 -0.21
N -0.539 -2.153 1.516 -1.396 2.220 0.660 0.12
N -0.739 -0.923 1.453 1.546 -1.073 -0.045 -0.28
O 0.745 -2.491 1.225 -0.525 -2.058 0.294 -0.52
H 2.213 0.492 -2.388 -0.779 -0.771 0.497 0.26
H -0.361 1.892 1.657 -0.860 -0.428 0.844 0.28
H 1.137 2.790 1.701 -0.371 -2.224 -1.615 0.32
H 1.215 0.957 2.117 -1.280 1.176 -0.429 0.31
H 0.737 0.567 -4.244 -1.114 -0.577 2.618 0.26
H -0.237 1.448 -2.925 0.487 -1.192 -0.455 0.23
H -0.600 -0.318 -3.210 0.729 0.765 -0.176 0.24
H -2.591 0.111 1.064 0.950 -1.521 1.836 0.22
H -2.556 -1.461 2.249 -0.258 1.166 -0.715 0.23
H -2.033 0.110 2.846 0.572 -0.158 -0.811 0.23
H 1.255 -1.031 -1.941 0.228 0.959 0.170 0.27
H 0.658 -3.484 1.444 0.782 1.973 -0.700 0.50


11.
21
Properties=species:S:1:pos:R:3:forces:R:3:nbo_charge:R:1 method="wB97M-V/def2-TZVPD" e_tot_ha=-415.941548 smiles="C/N=N/[C@H]([NH3+])C=C=[NH+]C" total_charge=+2 relative_energy_ev=3.8645 lumo_energy_ev=-8.7314 orbital_gap_ev=8.65
C -0.002 1.470 -0.377 2.656 2.671 -0.106 -0.32
C 1.380 0.875 -0.450 0.560 -0.874 -0.578 0.07
C -1.138 0.918 -0.291 -3.644 -1.335 0.229 0.55
C -3.380 0.138 0.473 -1.502 -0.391 5.326 -0.49
C 1.149 -2.709 -0.244 -0.974 -4.690 0.991 -0.49
N 1.580 -0.529 -0.182 -0.243 -2.938 -0.196 -0.27
N -2.336 0.462 -0.401 3.068 -0.441 -3.988 -0.42
N 0.760 -1.453 -0.496 0.776 7.000 -0.647 -0.06
N 2.334 1.499 0.603 2.131 -1.990 -2.207 -0.70
H 0.175 2.598 -0.393 -1.369 -1.277 -0.225 0.32
H 1.942 1.074 -1.428 -1.316 -0.014 1.007 0.28
H -4.329 -0.224 0.090 0.393 0.268 -1.105 0.29
H -3.142 -0.645 1.282 0.338 0.947 -1.396 0.27
H -3.604 1.033 1.101 0.023 -0.488 -0.570 0.27
H 0.665 -3.391 -1.012 0.860 0.736 0.673 0.28
H 2.182 -2.999 0.013 -0.345 0.649 -0.225 0.25
H 0.456 -2.920 0.622 0.676 -0.386 -0.303 0.28
H -2.511 0.121 -1.402 0.164 0.885 1.356 0.48
H 2.769 0.592 0.979 -0.073 1.278 -0.473 0.49
H 1.976 1.983 1.365 -1.378 1.258 1.793 0.44
H 3.072 2.108 0.148 -0.800 -0.867 0.643 0.47


12.
23
Properties=species:S:1:pos:R:3:forces:R:3:nbo_charge:R:1 method="wB97M-V/def2-TZVPD" e_tot_ha=-567.070793 smiles="CNC(=O)NCNC(=O)NC" relative_energy_ev=4.7786 lumo_energy_ev=0.3901 orbital_gap_ev=9.62
C -2.923 -0.429 1.347 3.102 -1.269 2.591 -0.42
C -1.601 0.127 -0.691 2.112 0.197 -3.495 0.78
C 0.531 -1.128 -1.031 0.226 2.610 -5.723 -0.10
C 3.006 -0.141 -0.016 1.261 -6.438 1.910 0.81
C 1.220 1.596 0.098 -2.308 3.308 -0.957 -0.48
H -3.972 -0.517 1.734 0.906 0.290 -1.019 0.23
H -2.424 -1.608 1.508 -1.475 3.705 -0.343 0.20
H -2.327 0.416 2.126 -1.575 -2.774 -2.063 0.19
H -3.404 0.964 -0.063 2.231 -2.901 -0.861 0.41
H -0.798 -1.641 0.364 -1.429 0.596 0.523 0.41
H 0.506 -2.066 -1.758 -0.397 1.449 2.073 0.20
H 0.447 -0.275 -1.903 0.257 -2.096 2.154 0.23
H 2.180 -2.083 -0.657 1.839 -1.332 0.454 0.39
H 3.269 1.780 0.695 -2.061 -2.937 -1.968 0.43
H 1.253 2.895 -0.056 0.257 -3.896 0.824 0.21
H 0.763 1.371 1.147 0.154 0.518 -2.110 0.20
H 0.487 1.387 -0.871 2.218 -0.042 2.833 0.29
N -2.769 0.026 -0.048 -4.814 3.979 1.977 -0.62
N -0.756 -0.888 -0.299 4.247 -0.726 -0.862 -0.67
N 1.948 -1.148 -0.539 -0.749 2.800 1.312 -0.71
N 2.572 1.064 0.147 1.403 5.612 1.261 -0.63
O -1.319 0.895 -1.707 -1.489 -2.320 4.157 -0.68
O 4.113 -0.597 0.473 -3.916 1.667 -2.668 -0.66